A molecular structure, C30H39F4N2O2PSi2 at a distorted geometry. Source: the OMol25 dataset; level of theory: ωB97M-V/def2-TZVPD.

Summary:
LUMO (eV): 0.70
Kohn-Sham gap (eV): 8.90
E (eV): -74732.1801

Geometry as ORCA input:
```
! wB97M-V def2-TZVPD RIJCOSX def2/J DEFGRID3
* xyz 0 1
C -1.8412 0.4221 -0.6836
C -2.5461 1.3035 0.3546
N -2.7015 2.6940 -0.1125
C -3.4490 3.5048 0.8708
C -4.9287 3.0970 0.9503
Si -5.7393 2.6991 -0.6886
O -5.3797 1.1225 -1.0666
Si -5.9376 0.3316 -2.4157
P -5.1196 4.1649 -2.3114
N -6.3545 4.8644 -3.0113
C -1.3898 3.2887 -0.2713
C -1.1053 4.0059 -1.5663
O -0.5493 3.2084 0.6058
H -1.2563 -0.3516 -0.1765
H -1.1596 0.9953 -1.3208
H -2.5681 -0.0695 -1.3389
H -3.5495 0.9028 0.5334
H -2.0079 1.2822 1.3151
H -2.9830 3.3985 1.8640
H -3.3545 4.5656 0.5965
H -5.5045 3.8433 1.5079
H -5.0091 2.1557 1.5182
H -7.2052 2.8531 -0.5869
H -5.0933 -0.8593 -2.6241
H -7.3444 -0.0642 -2.2131
H -5.8298 1.2089 -3.6003
H -4.1943 5.0212 -1.6836
H -4.2621 3.4183 -3.1565
H -6.2568 5.8732 -3.0116
H -0.1726 3.5912 -1.9733
H -0.9570 5.0748 -1.3803
H -1.8933 3.8861 -2.3114
F -1.1337 -2.3116 1.0674
C -0.0718 -3.0654 1.4342
C -0.2952 -4.2206 2.1544
C 0.8009 -4.9867 2.5240
C 2.0849 -4.5917 2.1749
C 2.2772 -3.4241 1.4501
C 1.1922 -2.6468 1.0708
H -1.3048 -4.5090 2.4125
H 0.6494 -5.9011 3.0819
H 2.9364 -5.1931 2.4648
H 3.2780 -3.1185 1.1790
H 1.3156 -1.7331 0.5051
F 5.5021 -4.4125 0.8908
C 6.4013 -3.4197 1.0704
C 7.5043 -3.6588 1.8641
C 8.4191 -2.6319 2.0467
C 8.2212 -1.3979 1.4427
C 7.1021 -1.1880 0.6493
C 6.1781 -2.2048 0.4552
H 7.6348 -4.6274 2.3266
H 9.2909 -2.7993 2.6647
H 8.9379 -0.6017 1.5901
H 6.9440 -0.2278 0.1772
H 5.3026 -2.0664 -0.1647
F -1.7400 6.8422 -3.0457
C -0.9626 7.9506 -3.0579
C 0.2316 7.9372 -2.3666
C 1.0162 9.0816 -2.3872
C 0.6025 10.2057 -3.0880
C -0.6038 10.1875 -3.7743
C -1.4004 9.0517 -3.7645
H 0.5385 7.0520 -1.8263
H 1.9564 9.0911 -1.8526
H 1.2193 11.0937 -3.0994
H -0.9303 11.0617 -4.3211
H -2.3429 9.0115 -4.2931
F -0.3802 -8.0968 1.6098
C 0.6854 -8.8472 1.9597
C 0.4734 -10.0061 2.6790
C 1.5742 -10.7706 3.0379
C 2.8547 -10.3714 2.6808
C 3.0370 -9.1999 1.9587
C 1.9464 -8.4257 1.5889
H -0.5332 -10.2957 2.9477
H 1.4280 -11.6836 3.5995
H 3.7081 -10.9718 2.9649
H 4.0330 -8.8827 1.6803
H 2.0641 -7.5099 1.0250
*
```